[1]
40
Properties=species:S:1:pos:R:3:nbo_charge:R:1 method="wB97M-V/def2-TZVPD" homo_energy_ev=-4.4 homo_lumo_gap_ha=0.1293 e_tot_ha=-1229.58788 largest_force_ev_per_a=0.38 lumo_energy_ha=-0.03369
C -0.454 -1.119 2.901 -0.63
C -1.707 -0.734 2.124 -0.06
O -1.410 -0.362 0.797 -0.58
C -1.421 -1.494 -0.102 -0.12
C -0.882 -1.006 -1.426 -0.43
C 0.631 -0.824 -1.389 -0.40
C 1.162 0.168 -2.418 -0.41
C 2.606 0.592 -2.096 -0.70
P 2.603 2.066 -1.060 0.69
P 1.452 1.848 0.777 0.71
C 2.806 1.375 1.920 -0.95
C 1.158 3.611 1.177 -0.95
H 0.035 -1.990 2.461 0.21
H 0.257 -0.285 2.904 0.17
H -0.700 -1.359 3.938 0.21
H -2.190 0.125 2.600 0.17
H -2.426 -1.560 2.130 0.19
H -0.765 -2.275 0.314 0.13
H -2.424 -1.936 -0.280 0.31
H -1.217 -1.693 -2.205 0.25
H -1.350 -0.032 -1.612 0.19
H 0.881 -0.463 -0.383 0.19
H 1.146 -1.781 -1.526 0.21
H 1.134 -0.267 -3.420 0.24
H 0.512 1.050 -2.462 0.20
H 3.200 0.852 -2.977 0.26
H 3.131 -0.201 -1.557 0.26
H 3.933 2.509 -0.950 0.02
H 1.970 3.081 -1.784 0.04
H 3.755 1.898 1.800 0.23
H 2.420 1.572 2.922 0.26
H 2.961 0.298 1.838 0.26
H 0.845 3.601 2.225 0.26
H 1.992 4.303 1.070 0.23
H 0.306 3.949 0.586 0.26
C -4.785 -2.706 -1.367 -0.19
O -3.486 -3.018 -1.123 -0.98
H -5.516 -3.468 -1.005 0.09
H -5.128 -1.749 -0.890 0.07
H -5.033 -2.575 -2.449 0.08

=====

[2]
92
Properties=species:S:1:pos:R:3:lowdin_charge:R:1 method="wB97M-V/def2-TZVPD" relative_energy_kcal_mol=0.0 homo_energy_ev=-10.1 homo_lumo_gap_ha=0.2730 total_charge=+1 e_tot_ha=-3768.31997 largest_force_ev_per_a=0.38 lumo_energy_ha=-0.09645
Ga -0.449 -0.235 1.415 0.38
C 1.990 0.475 -0.061 -0.03
N 1.629 -0.245 1.182 -0.22
C 2.305 0.392 2.360 -0.16
C 1.979 1.851 2.634 -0.15
C 0.547 2.079 3.091 -0.17
N -0.383 1.708 2.030 0.02
C -1.304 2.544 1.696 -0.02
C -2.362 2.330 0.752 -0.13
C -3.346 3.330 0.639 -0.03
C -4.423 3.176 -0.197 -0.07
C -4.536 1.996 -0.940 -0.05
C -3.582 1.006 -0.860 -0.01
C -2.465 1.156 -0.026 -0.29
O -1.551 0.200 -0.014 -0.04
C 2.143 -1.653 1.157 -0.16
C 1.775 -2.495 -0.061 -0.13
C 0.287 -2.426 -0.428 -0.19
N -0.503 -2.142 0.750 0.00
C -1.313 -3.011 1.235 -0.02
C -2.085 -2.859 2.435 -0.13
C -2.969 -3.902 2.772 -0.03
C -3.710 -3.866 3.925 -0.08
C -3.564 -2.771 4.782 -0.05
C -2.702 -1.739 4.484 0.00
C -1.950 -1.751 3.303 -0.29
O -1.138 -0.725 3.069 -0.04
H 3.077 0.515 -0.169 0.12
H 1.593 1.486 -0.027 0.09
H 1.553 -0.015 -0.929 0.05
H 3.383 0.284 2.205 0.13
H 2.040 -0.211 3.233 0.14
H 2.195 2.475 1.766 0.12
H 2.659 2.182 3.421 0.13
H 0.394 3.122 3.378 0.13
H 0.327 1.455 3.963 0.13
H -1.312 3.513 2.200 0.14
H -3.245 4.227 1.238 0.12
H -5.176 3.947 -0.276 0.11
H -5.388 1.855 -1.593 0.12
H -3.665 0.094 -1.437 0.10
H 1.766 -2.131 2.063 0.13
H 3.232 -1.608 1.244 0.13
H 2.057 -3.520 0.187 0.13
H 2.375 -2.213 -0.928 0.11
H -0.035 -3.355 -0.906 0.12
H 0.162 -1.613 -1.148 0.05
H -1.423 -3.962 0.706 0.15
H -3.054 -4.745 2.096 0.12
H -4.389 -4.669 4.171 0.11
H -4.138 -2.730 5.699 0.11
H -2.589 -0.892 5.147 0.12
C -0.894 -2.988 -4.481 -0.13
C -1.556 -1.610 -4.537 -0.71
C -2.687 -1.600 -3.499 -0.14
C -2.141 -1.373 -5.924 -0.10
Sb -0.079 -0.134 -3.851 1.60
C 1.683 -0.506 -5.125 -0.72
C 1.403 -0.850 -6.585 -0.11
C 2.439 -1.664 -4.468 -0.15
C 2.584 0.729 -5.057 -0.14
C -0.854 1.790 -4.585 -0.72
C -2.322 1.885 -4.172 -0.13
C -0.739 2.018 -6.088 -0.11
C -0.086 2.882 -3.837 -0.14
H -1.653 -3.761 -4.643 0.09
H -0.434 -3.180 -3.507 0.06
H -0.131 -3.119 -5.247 0.06
H -3.401 -2.400 -3.727 0.09
H -3.238 -0.658 -3.501 0.05
H -2.310 -1.764 -2.485 0.06
H -2.797 -2.209 -6.192 0.09
H -1.375 -1.296 -6.695 0.06
H -2.746 -0.467 -5.956 0.06
H 0.839 -1.775 -6.696 0.06
H 2.354 -0.987 -7.113 0.09
H 0.857 -0.059 -7.098 0.06
H 1.861 -2.589 -4.454 0.06
H 2.716 -1.422 -3.438 0.05
H 3.365 -1.862 -5.020 0.09
H 2.170 1.574 -5.605 0.06
H 3.555 0.494 -5.506 0.09
H 2.769 1.049 -4.027 0.07
H -2.950 1.187 -4.726 0.06
H -2.696 2.893 -4.382 0.09
H -2.459 1.703 -3.105 0.05
H -1.334 1.305 -6.659 0.07
H 0.288 1.958 -6.441 0.05
H -1.104 3.022 -6.332 0.09
H -0.137 2.739 -2.754 0.06
H -0.532 3.856 -4.062 0.09
H 0.965 2.926 -4.126 0.06

=====

[3]
7
Properties=species:S:1:pos:R:3:nbo_charge:R:1 method="wB97M-V/def2-TZVPD" relative_energy_kcal_mol=15.7 homo_energy_ev=-10.0 homo_lumo_gap_ha=0.3720 smiles="O=C=S.C=O" e_tot_ha=-626.03738 largest_force_ev_per_a=3.25 lumo_energy_ha=0.00517
O -0.895 -1.261 -0.357 -0.50
C -1.463 -0.358 0.099 0.45
S -2.562 0.668 0.500 0.03
C 1.305 0.273 -0.116 0.29
O 0.406 1.012 0.203 -0.50
H 1.030 -0.456 -0.778 0.13
H 2.180 0.121 0.449 0.12